(1)
This record from the OMol25 dataset describes a structure of composition C8H14O4Tl. The level of theory is ωB97M-V with the def2-TZVPD basis set.

Atoms and positions in Å:
H (-2.3039, 1.4813, 1.0195)
H (0.1301, 1.1630, 1.5056)
O (-2.4739, -0.3447, 0.2239)
H (2.1759, -0.7816, 1.2563)
H (-0.6314, -1.7611, 0.9656)
H (1.0181, -0.1583, -2.6317)
C (-3.0383, -0.4623, -1.0765)
C (2.5205, 1.8863, -1.2648)
O (2.4734, 3.0438, -1.1822)
C (1.3581, -0.9443, 0.5582)
O (2.4780, 0.9880, -0.1545)
C (1.4488, 0.1265, -0.4858)
H (2.5313, -1.0194, -2.1736)
C (1.9122, -0.1363, -2.0151)
H (-2.3420, -0.1552, -1.8548)
O (2.5238, 1.0976, -2.3386)
H (-3.9585, 0.1466, -1.1060)
H (0.3532, -1.4641, 2.3686)
H (0.5552, 0.8074, -0.6323)
C (-1.6685, 0.6971, 0.5136)
H (1.5492, -1.9278, 0.1146)
H (-3.3197, -1.5026, -1.2100)
Tl (-0.3800, -1.7306, 4.4720)
C (-0.5983, 0.3612, 1.5867)
C (0.0495, -1.0210, 1.3783)
H (-1.0812, 0.4193, 2.5595)
H (-1.2818, 1.1911, -0.3964)

Forces on the atoms, in the same order (eV/Å):
0.1 0.3 -0.1
0.1 0.2 0.5
0.3 0.1 -0.2
0.3 0.1 -0.1
-0.3 0.2 -0.1
0.1 -0.5 -0.3
-0.2 -0.4 0.0
0.9 -0.6 -0.8
0.1 0.4 0.5
-0.6 0.2 0.5
-1.0 0.8 0.7
2.4 -0.4 0.2
0.4 0.0 0.5
-1.8 1.0 -0.9
0.1 0.4 0.0
0.0 -0.2 -0.1
-0.1 0.1 -0.1
-0.1 0.6 -1.4
-0.7 -0.6 -0.2
0.6 -0.7 0.0
-0.1 -0.1 -0.3
-0.2 -0.1 0.2
-0.3 -0.4 1.5
-0.6 -0.2 -0.2
0.7 -0.6 0.3
0.1 0.1 0.2
-0.1 0.3 -0.2

Results
Net charge   +3
Highest occupied orbital energy   -21.197 eV
Max |F|   0.0473 Eh/bohr
Energy relative to the best compared isomer or geometry (same formula, charge and spin)   0.000 eV

Löwdin population analysis, charges in e, atoms 1 to 8: 0.25, 0.14, 0.02, 0.16, 0.13, 0.15, 0.07, -0.44

***

(2)
This record from the OMol25 dataset describes a cluster of 2 separate species, C2HO3PS in total. The level of theory is ωB97M-V with the def2-TZVPD basis set.

Atoms and positions in Å:
O (-1.8725, 1.2932, -2.9695)
C (1.8711, -0.6665, -0.5873)
S (1.5067, -1.4908, 1.1240)
O (-2.5106, 1.1097, -0.4127)
O (-1.1371, 3.1263, -1.4079)
H (1.5456, -0.3741, 1.9748)
C (2.3080, -0.2341, -1.6234)
P (-1.7863, 1.7937, -1.5612)

Forces on the atoms, in the same order (eV/Å):
-0.2 -0.4 0.8
-1.6 -2.6 6.1
0.6 2.3 -2.2
1.0 0.8 -1.4
-0.1 -0.2 0.7
0.0 -0.9 -1.0
1.3 1.1 -2.9
-1.0 0.0 -0.1

Results
Net charge   -2
Highest occupied orbital energy   -0.932 eV
Max |F|   0.1326 Eh/bohr
Energy relative to the best compared isomer or geometry (same formula, charge and spin)   0.610 eV

Partial atomic charges computed with the Löwdin method, in multiples of e: -0.42, -0.78, 0.36, -0.44, -0.42, -0.20, -0.37, 0.27

***

(3)
This record from the OMol25 dataset describes the ion C6H12NO2 with charge +1. The level of theory is ωB97M-V with the def2-TZVPD basis set.

Atoms and positions in Å:
H (3.1973, -0.4140, -1.2618)
C (-1.4145, 0.9689, -1.1219)
H (0.4071, -2.9927, 0.4176)
H (-0.9860, 1.9744, -1.2759)
O (2.4523, 1.6632, -0.3344)
C (-0.2681, -0.9522, 0.2034)
H (-1.2879, -2.6926, 0.3620)
H (-1.1335, 0.2837, -2.0005)
C (2.1320, 0.4716, 0.2289)
H (-2.5166, 1.0017, -0.8972)
H (2.5662, 0.5083, 1.2882)
H (-2.6098, 0.2567, 1.5269)
H (-1.1073, 0.6652, 2.2852)
H (2.3389, 1.8231, -1.2633)
H (-2.0093, 1.8646, 1.3128)
C (-1.7051, 0.8214, 1.3743)
H (-0.3213, -2.5517, -0.9973)
C (0.5987, 0.0081, 0.3193)
C (-0.9079, 0.3754, 0.2088)
N (-0.3337, -2.4314, -0.0171)
O (2.9085, -0.6516, -0.3580)

Forces on the atoms, in the same order (eV/Å):
-0.2 0.0 0.7
-0.2 -1.2 0.3
0.0 0.4 0.1
-0.4 -0.4 0.0
-0.2 0.7 1.1
2.2 -0.2 0.5
1.4 -0.3 -0.6
-0.7 1.2 1.2
1.0 -2.3 1.0
0.9 0.3 -1.2
-1.0 0.1 -1.3
-0.5 -0.4 -0.3
-0.3 0.3 -0.1
-0.5 -0.5 -0.8
0.2 0.1 0.0
0.5 0.3 1.6
0.0 -0.7 -1.6
1.1 0.1 -0.8
0.1 0.3 -1.5
-2.0 1.3 1.9
-1.2 1.0 0.0

Results
Net charge   +1
Highest occupied orbital energy   -13.906 eV
Max |F|   0.0588 Eh/bohr
Energy relative to the best compared isomer or geometry (same formula, charge and spin)   3.107 eV

Löwdin population analysis, charges in e, atoms 1 to 8: 0.10, -0.02, 0.19, 0.09, 0.06, -0.11, 0.21, 0.11

***

(4)
This record from the OMol25 dataset describes a structure of composition C11H15ClCrFeNO4. The level of theory is ωB97M-V with the def2-TZVPD basis set.

Atoms and positions in Å:
H (-1.2387, 2.1291, 5.0965)
O (0.6715, 0.3351, 8.0212)
Fe (-0.3316, 0.1069, -1.0196)
H (-0.1523, -2.3797, -0.8892)
C (-1.2183, -0.1791, -6.4697)
C (-0.2309, 1.1513, 3.4519)
H (-1.0778, -0.8575, -7.3210)
H (1.7540, -0.8207, 6.1819)
O (-0.8560, 1.8153, 7.4711)
C (-2.0264, 0.7272, -1.7708)
O (0.0569, 0.4859, 0.7607)
N (0.0069, 0.9580, 7.1603)
H (-2.8775, 0.6355, -1.0734)
H (2.8083, -0.0553, -6.1137)
C (2.1862, -0.9190, -5.8408)
H (-1.9248, 1.8075, -1.9569)
H (-1.8176, -1.8635, -1.5673)
H (2.1022, -1.5635, -6.7280)
Cr (0.3274, -0.3212, -5.0448)
H (2.7089, -1.5003, -5.0580)
C (0.8362, -0.2017, 1.5731)
H (2.1661, -1.2576, 3.7692)
H (-2.2713, 0.2702, -2.7446)
C (-0.4829, 1.3958, 4.7996)
H (-1.3169, 0.8282, -6.8906)
H (-2.1783, -0.4556, -6.0024)
C (0.2370, 0.6766, 5.7833)
C (0.6894, 0.1636, 3.0456)
O (1.6328, -1.0885, 1.2324)
Cl (0.7973, 0.6076, -2.8437)
H (-0.7686, 1.7246, 2.6984)
C (-0.8412, -1.5519, -1.1597)
C (1.4215, -0.5209, 4.0452)
C (1.2084, -0.2818, 5.4039)

Forces on the atoms, in the same order (eV/Å):
0.4 -0.3 0.0
-1.1 1.1 -1.6
-0.3 1.5 0.2
-0.1 0.9 0.1
0.1 -0.3 -0.2
0.2 -0.3 0.0
0.0 0.0 0.1
-0.2 0.2 -0.4
1.6 -1.6 -0.7
-1.3 0.2 -0.2
1.4 -0.5 2.1
-0.6 0.5 3.1
0.3 -0.3 -0.3
0.0 -0.1 0.1
-0.3 -0.2 0.0
0.4 -0.1 0.1
0.6 0.1 0.2
0.0 0.1 0.1
0.1 0.0 -0.2
0.0 0.2 -0.2
0.5 -0.4 -0.9
-0.2 0.0 -0.2
0.1 0.0 0.5
0.4 -0.3 0.5
-0.1 0.0 0.1
0.0 0.1 -0.1
0.4 -0.2 -2.2
-0.2 0.1 0.9
-1.1 1.3 0.5
1.5 0.6 -1.0
0.1 -0.3 0.1
-1.7 -3.1 -0.6
-0.4 0.3 0.0
-0.7 0.6 0.1

Results
Net charge   -1
Highest occupied orbital energy (alpha / beta)   -4.426 / -5.366 eV
Spin multiplicity   9
Max |F|   0.0701 Eh/bohr

Löwdin population analysis, charges in e, atoms 1 to 8: 0.12, 0.04, 0.35, 0.01, -0.30, 0.00, -0.05, 0.12

***

(5)
This record from the OMol25 dataset describes a structure of composition C3H6OS. The level of theory is ωB97M-V with the def2-TZVPD basis set.

Atoms and positions in Å:
H (-1.5766, -0.6939, 1.7927)
H (-2.9010, 0.8503, 2.8422)
H (-0.5484, -2.1933, 1.4227)
C (-1.0563, -1.2959, 1.0025)
S (2.1042, 0.4148, -1.9189)
H (0.7687, 0.7225, -0.3305)
H (-0.5856, -1.1637, -1.1676)
O (-2.1572, 0.6053, 2.2219)
H (-0.3689, 1.0793, 1.2192)
C (-0.6086, -0.7864, -0.1615)
C (-0.2015, 0.4021, 0.3505)

Forces on the atoms, in the same order (eV/Å):
-1.3 1.7 0.7
1.4 -0.5 -1.1
-0.9 -0.2 -0.8
2.5 -2.3 1.9
-0.5 0.0 0.6
-1.1 -0.1 1.0
1.0 -0.2 0.0
-1.1 0.3 1.1
-0.7 -1.0 -0.4
-2.3 1.0 -0.8
2.9 1.3 -2.1

Results
Net charge   0
Highest occupied orbital energy   -8.267 eV
Max |F|   0.0749 Eh/bohr
Energy relative to the best compared isomer or geometry (same formula, charge and spin)   10.364 eV

Löwdin population analysis, charges in e, atoms 1 to 8: 0.00, -0.04, 0.13, 0.17, 0.09, -0.06, 0.12, -0.46

***

(6)
This record from the OMol25 dataset describes a structure of composition C4H5NO. The level of theory is ωB97M-V with the def2-TZVPD basis set.

Atoms and positions in Å:
C (-0.4225, -0.2024, 0.1010)
H (-1.9864, 1.1012, -0.2581)
H (3.3690, -0.1360, -0.2865)
C (1.5286, -0.4000, 0.0214)
C (-1.8712, 0.0844, 0.1325)
N (2.6924, -0.8120, 0.0738)
H (-2.2603, 0.0475, 1.1529)
H (0.6040, 1.6440, -0.6103)
C (0.5722, 0.6247, -0.2763)
O (0.2282, -1.3235, 0.4523)
H (-2.4360, -0.6086, -0.4943)

Forces on the atoms, in the same order (eV/Å):
-0.1 0.8 -0.2
-0.2 -0.2 0.1
-0.2 -0.1 0.2
0.0 -1.1 0.3
-0.1 -0.1 0.0
-0.7 0.0 -0.1
0.0 -0.1 -0.1
0.2 0.0 -0.1
-0.2 0.2 0.0
1.2 0.6 -0.2
0.0 0.0 0.1

Results
Net charge   0
Highest occupied orbital energy   -8.969 eV
Max |F|   0.0268 Eh/bohr
Energy relative to the best compared isomer or geometry (same formula, charge and spin)   2.167 eV

Löwdin population analysis, charges in e, atoms 1 to 8: -0.40, 0.09, 0.08, -0.28, 0.00, 0.18, 0.09, 0.10

***

max |F| of number 2 (C2HO3PS)?
0.1326 Eh/bohr

***

net charge of number 5 (C3H6OS)?
0

***

Look up the net charge of the fourth one.
-1

***

Please write out number 2 again, unchanged.
This record from the OMol25 dataset describes a cluster of 2 separate species, C2HO3PS in total. The level of theory is ωB97M-V with the def2-TZVPD basis set.

Atoms and positions in Å:
O (-1.8725, 1.2932, -2.9695)
C (1.8711, -0.6665, -0.5873)
S (1.5067, -1.4908, 1.1240)
O (-2.5106, 1.1097, -0.4127)
O (-1.1371, 3.1263, -1.4079)
H (1.5456, -0.3741, 1.9748)
C (2.3080, -0.2341, -1.6234)
P (-1.7863, 1.7937, -1.5612)

Forces on the atoms, in the same order (eV/Å):
-0.2 -0.4 0.8
-1.6 -2.6 6.1
0.6 2.3 -2.2
1.0 0.8 -1.4
-0.1 -0.2 0.7
0.0 -0.9 -1.0
1.3 1.1 -2.9
-1.0 0.0 -0.1

Results
Net charge   -2
Highest occupied orbital energy   -0.932 eV
Max |F|   0.1326 Eh/bohr
Energy relative to the best compared isomer or geometry (same formula, charge and spin)   0.610 eV

Partial atomic charges computed with the Löwdin method, in multiples of e: -0.42, -0.78, 0.36, -0.44, -0.42, -0.20, -0.37, 0.27